Record 1
The following is a quantum chemistry calculation of a molecular structure, C44H52N5O2RhSbSe at a distorted geometry, from OMol25.

The geometry in XYZ format:
```
106
Properties=species:S:1:pos:R:3
Sb -2.275 0.184 0.774
Rh -0.217 0.085 -0.809
Se -1.236 -0.713 -3.019
O 2.055 -2.331 -3.069
O 1.559 -0.634 -1.767
N 0.754 -1.005 0.649
N 0.357 2.058 -0.560
N 3.069 0.966 0.608
N 0.619 0.876 -4.740
N 0.184 -1.244 -5.373
C 1.615 -1.920 -2.031
C -4.229 2.126 -1.457
C -2.550 -3.678 3.384
C 5.077 0.546 4.116
C -0.339 -2.668 -5.389
C -2.324 -2.290 3.082
C -2.631 1.509 2.576
C 0.003 -0.301 -4.401
C 0.969 -0.599 -6.372
C -1.932 -1.384 4.199
C -2.954 -4.562 2.389
C 6.536 -1.220 0.582
C -4.335 0.045 0.041
C 1.495 2.673 -0.138
C 1.223 4.118 -0.208
C 4.875 -0.033 -0.679
C 2.791 2.099 -0.042
C -4.890 0.861 -0.967
C 4.373 0.386 -2.020
C -2.817 -2.798 0.778
C 5.891 -1.007 1.800
C -0.071 4.316 -0.729
C 4.013 0.198 3.062
C -1.712 2.043 3.459
C -2.496 -1.859 1.727
C -5.215 -0.874 0.641
C -3.981 1.857 2.754
C 6.026 -0.770 -0.650
C -6.426 -1.239 0.056
C 1.208 0.671 -6.033
C -2.093 2.902 4.565
C 4.210 0.261 0.552
C 1.060 -2.963 -0.949
C 5.092 -0.188 -3.286
C 4.660 -0.290 1.809
C -2.985 -4.161 1.047
C -4.362 2.650 3.881
C -0.249 1.746 3.443
C 1.134 -2.472 0.508
C -3.432 3.187 4.782
C -0.545 3.006 -0.943
C 0.365 2.156 -4.012
C -6.066 0.440 -1.607
C -6.811 -0.617 -1.122
H -2.459 -4.079 4.425
H 1.295 -1.153 -7.223
H -3.045 -2.473 -0.263
H 6.066 0.272 -3.606
H 3.538 2.830 -0.389
H 1.890 4.771 0.277
H -6.492 1.053 -2.375
H -1.454 -2.644 -5.372
H 1.614 -0.410 0.659
H -4.764 1.670 2.028
H 1.743 1.447 -6.532
H -3.237 -4.874 0.254
H 0.741 2.976 -4.664
H 3.345 1.065 2.833
H 0.523 -3.077 1.190
H 0.079 -3.239 -4.547
H 6.313 -1.303 2.744
H 7.525 -1.625 0.591
H -5.020 -1.344 1.605
H -0.852 -1.170 4.115
H 2.165 -2.550 0.775
H -0.011 1.495 4.471
H -7.068 -2.011 0.489
H -2.540 -0.433 4.252
H 4.436 0.056 -4.169
H 5.865 1.236 3.784
H -3.748 3.919 5.521
H 1.672 -3.878 -1.081
H -1.511 2.691 -1.378
H -0.040 -3.065 -6.370
H 0.016 -3.150 -1.173
H 0.102 0.942 2.797
H 5.531 -0.345 4.548
H -3.555 1.865 -2.288
H -3.676 2.665 -0.672
H -0.755 2.253 -3.801
H 3.316 0.064 -2.146
H -3.214 -5.598 2.608
H -5.381 2.941 3.993
H 0.324 2.593 3.157
H 5.284 -1.303 -3.168
H 3.401 -0.606 3.492
H -1.308 3.333 5.124
H 0.254 -0.876 1.538
H -5.049 2.805 -1.810
H -2.131 -1.918 5.132
H 6.572 -0.947 -1.541
H -7.728 -0.946 -1.588
H 4.622 1.013 4.982
H 4.421 1.487 -2.109
H 0.876 2.149 -3.068
H -0.524 5.278 -0.939
```

## Properties
Strongest force on any atom = 3.22 eV Å⁻¹
E_LUMO (spin up / spin down) = -2.9 / -5.5 eV
Total charge = +1
Calculated total energy = -4883.95292 Ha
Kohn-Sham gap (spin up / spin down) = 0.2209 / 0.1829 Ha
Expectation value of S² = 6.108
Spin multiplicity = 5
ΔE to the lowest compared entry with this formula, charge and spin = 0.00 kcal per mole



Record 2
The following is a quantum chemistry calculation of a molecular structure, C44H52N7O2P2S3Si2V at a distorted geometry, from OMol25.

The geometry in XYZ format:
```
113
Properties=species:S:1:pos:R:3
V -0.672 0.188 0.227
S -3.531 -0.131 -2.534
S -3.796 2.209 1.244
S -4.616 -1.367 0.349
P 1.330 1.867 0.543
P 1.609 -1.038 0.797
Si 0.018 -2.981 -0.980
Si -0.801 3.744 -0.566
O -4.876 0.005 -2.037
O -2.946 0.899 -3.340
N -3.625 1.728 3.919
N -2.519 -0.393 -1.279
N -0.207 2.203 0.074
N -1.710 2.051 2.990
N -2.205 -0.772 0.938
N 0.422 -1.422 -0.274
N -3.352 -5.079 -5.799
C 2.848 5.224 3.304
C 3.803 1.973 -0.776
C 3.023 5.353 1.933
C -4.081 -2.772 -3.034
C 1.877 1.638 -2.171
C 0.733 -3.013 4.240
C -3.476 -1.607 -3.493
C 1.615 -4.087 4.261
C 4.387 -1.111 0.744
C -2.774 -1.238 2.100
C 1.408 -4.233 -0.798
C -4.049 -1.630 1.964
C 4.557 -1.441 -2.002
C -2.787 -2.755 -5.485
C -1.462 1.790 4.320
C -1.479 -3.726 -0.156
C -2.663 1.591 4.904
C -2.223 3.472 -1.722
C -3.370 -3.935 -5.024
C -3.039 -0.782 -0.113
C 2.562 -3.337 2.183
C -5.054 1.572 4.079
C 4.620 1.937 -1.893
C 1.873 3.055 2.970
C 3.315 -1.336 -1.395
C -3.040 2.006 2.724
C 3.221 -1.183 -0.017
C 0.493 4.731 -1.529
C 2.026 3.184 1.592
C 1.106 0.438 1.451
C 5.628 -1.217 0.138
C 1.686 -2.259 2.152
C 5.713 -1.389 -1.238
C 2.278 4.070 3.823
C 2.530 -4.246 3.233
C 2.614 4.338 1.082
C 2.693 1.604 -3.292
C -1.246 4.838 0.883
C -2.834 -1.604 -4.722
C 0.775 -2.105 3.197
C 4.064 1.761 -3.154
C 2.422 1.839 -0.907
C -0.249 -2.697 -2.801
C -4.019 -3.928 -3.785
H 0.803 1.524 -2.285
H 2.255 1.467 -4.272
H 1.295 4.149 -1.982
H 0.945 5.500 -0.902
H 0.116 -1.243 3.192
H 1.462 2.130 3.356
H 4.242 2.113 0.205
H -5.567 2.479 3.765
H -0.690 -1.714 -2.968
H -0.431 4.863 1.613
H -5.265 1.367 5.126
H -2.292 -2.745 -6.449
H 4.323 -0.971 1.818
H -2.919 1.373 5.924
H 1.245 -4.891 0.057
H 0.023 -2.877 5.045
H -0.471 1.774 4.732
H 6.681 -1.473 -1.714
H -2.377 -0.690 -5.073
H -1.025 2.226 2.257
H -0.032 5.237 -2.342
H -1.534 -4.791 -0.392
H 1.427 -4.852 -1.698
H 4.702 1.741 -4.028
H 0.704 -2.740 -3.333
H -0.914 -3.440 -3.246
H -1.406 -3.624 0.930
H 1.588 -4.795 5.079
H -3.545 -5.952 -5.341
H 6.528 -1.172 0.738
H -2.853 2.639 -1.423
H -2.415 -3.270 -0.477
H 4.621 -1.560 -3.076
H -4.697 -2.030 2.724
H 2.411 -1.375 -1.990
H 2.157 3.959 4.893
H 5.691 2.043 -1.782
H -1.402 5.861 0.531
H -2.159 4.508 1.378
H 3.222 -5.077 3.245
H -1.875 3.273 -2.737
H -2.185 -1.254 3.005
H -5.404 0.748 3.455
H 2.397 -3.788 -0.695
H -2.661 -5.132 -6.528
H -4.609 -2.776 -2.091
H 3.475 6.248 1.525
H 3.276 -3.483 1.383
H -2.847 4.368 -1.751
H 3.167 6.017 3.967
H 2.759 4.448 0.015
H -4.487 -4.834 -3.421
```

## Properties
Strongest force on any atom = 1.06 eV Å⁻¹
E_LUMO (spin up / spin down) = 0.4 / 0.5 eV
Calculated total energy = -5642.13714 Ha
Kohn-Sham gap (spin up / spin down) = 0.2851 / 0.2885 Ha
Expectation value of S² = 2.016
Spin multiplicity = 3
ΔE to the lowest compared entry with this formula, charge and spin = 0.00 kcal per mole